{
  "formula": "C17H16AuN8OS",
  "method": "ωB97M-V/def2-TZVPD",
  "symbols": ["Au", "S", "O", "N", "N", "N", "N", "N", "N", "N", "N", "C", "C", "C", "C", "C", "C", "C", "C", "C", "C", "C", "C", "C", "C", "C", "C", "C", "H", "H", "H", "H", "H", "H", "H", "H", "H", "H", "H", "H", "H", "H", "H", "H"],
  "coordinates": [[-0.4798, -1.3415, -1.0439], [3.7850, 1.0856, 5.0845], [-1.8797, -2.7552, -3.0707], [-2.9373, 5.1481, -1.7393], [2.2572, 0.5808, 4.9976], [4.1594, 1.0940, 3.5173], [-1.6101, 3.9384, -0.2873], [-2.8852, 2.8873, -1.9498], [1.5585, -0.0578, -0.4044], [-0.4911, -0.6842, 1.2164], [-2.1311, 0.6395, -1.2650], [3.7776, 0.7173, -0.8168], [-0.8766, -2.8369, -2.2587], [1.7623, 0.0841, 0.9083], [-1.5558, -0.7661, 3.3484], [0.6305, -0.2437, 1.7971], [-2.4760, 3.9585, -1.3230], [-0.0779, -4.1000, -2.2645], [-2.2721, -3.8219, -3.9700], [0.7210, -0.0719, 3.1788], [-0.3999, -0.3445, 3.9627], [4.0006, 0.8643, 0.5326], [2.5337, 0.2516, -1.2425], [1.9895, 0.3907, 3.7172], [3.0847, 0.6850, 2.8650], [-2.4526, 1.7103, -1.5734], [-1.5566, -0.9285, 1.9635], [2.9739, 0.5475, 1.4226], [-2.4493, -0.9776, 3.9178], [-2.4285, -4.7476, -3.4220], [-1.5222, -3.9523, -4.7464], [-3.5851, 5.1554, -2.5067], [-0.5390, -4.7757, -1.5339], [-0.3427, -0.2145, 5.0355], [-3.2045, -3.4854, -4.4084], [-0.0440, -4.6131, -3.2241], [-2.4399, -1.2662, 1.4372], [4.9469, 1.2225, 0.9163], [4.5446, 0.9567, -1.5394], [-1.3520, 4.7730, 0.2058], [-2.6894, 6.0129, -1.2976], [-1.2927, 3.0522, 0.0657], [0.9261, -3.8932, -1.9062], [2.3195, 0.1221, -2.2960]],
  "forces_ev_per_angstrom": [[0.29, -0.18, 0.47], [0.01, 0.04, 0.03], [0.06, 0.09, 0.14], [-0.01, -0.01, -0.02], [-0.01, -0.03, 0.03], [0.04, -0.03, -0.01], [-0.02, 0.06, -0.03], [-0.20, -0.01, -0.36], [-0.22, -0.03, -0.23], [-0.13, -0.04, -0.28], [0.11, 0.15, 0.05], [-0.03, -0.01, -0.02], [-0.02, -0.08, -0.32], [-0.11, -0.02, 0.06], [-0.03, -0.01, -0.09], [0.06, 0.04, -0.08], [0.17, 0.04, 0.23], [-0.04, 0.07, 0.06], [-0.02, -0.05, -0.02], [0.11, 0.05, 0.02], [0.04, 0.02, 0.07], [0.02, 0.01, 0.05], [0.08, 0.00, -0.01], [-0.07, -0.02, -0.03], [0.01, 0.02, -0.08], [-0.03, -0.07, 0.16], [-0.01, -0.01, 0.09], [0.01, 0.01, 0.13], [0.00, -0.01, -0.01], [0.02, 0.00, 0.02], [0.02, 0.01, 0.00], [0.00, -0.01, 0.00], [-0.04, 0.01, -0.01], [0.01, 0.00, 0.00], [0.00, 0.01, 0.01], [0.01, 0.01, -0.04], [-0.01, 0.00, 0.01], [-0.01, 0.00, 0.01], [-0.02, -0.01, -0.02], [0.00, 0.00, 0.01], [0.01, -0.01, 0.01], [0.00, -0.01, 0.00], [-0.01, -0.01, -0.01], [0.01, 0.01, 0.00]],
  "charge": 1,
  "homo_energy_ev": -11.22,
  "e_tot_ev": -46379.21816,
  "largest_force_ha_per_bohr": 0.0113,
  "homo_lumo_gap_ev": 8.30,
  "relative_energy_ev": 0.356,
  "lumo_energy_ev": -2.92
}

{
  "formula": "C4H10Se",
  "method": "ωB97M-V/def2-TZVPD",
  "symbols": ["Se", "C", "C", "C", "C", "H", "H", "H", "H", "H", "H", "H", "H", "H", "H"],
  "coordinates": [[1.1427, -1.2130, -1.3432], [0.3256, 1.4727, -0.8971], [0.7613, 0.1427, 1.1365], [-1.6515, -0.8659, 0.1388], [0.1804, 0.0632, -0.2849], [1.7428, 0.4836, 1.1447], [0.4820, -2.4695, -0.8029], [0.3076, 0.9461, 1.7086], [-2.2078, -0.7408, -0.7638], [0.8697, -0.8439, 1.6181], [0.1481, 2.2414, -0.0778], [1.3249, 1.5822, -1.3027], [-1.7323, -0.5132, 1.1293], [-0.3244, 1.6805, -1.7188], [-1.3692, -1.9661, 0.3153]],
  "forces_ev_per_angstrom": [[-0.19, -1.19, -0.29], [-0.84, -0.02, 1.32], [-0.84, -0.94, -0.31], [5.12, -0.90, -0.94], [-2.07, -1.09, 2.11], [2.26, 0.63, -0.66], [0.52, 0.95, -0.35], [-0.86, -0.43, 0.44], [-0.92, 0.49, 0.19], [-0.75, 0.47, 0.11], [0.27, -0.84, -1.14], [0.42, 0.08, 0.21], [-1.29, 1.20, 0.57], [-0.68, 0.02, -0.49], [-0.15, 1.57, -0.78]],
  "homo_energy_ev": -8.33,
  "e_tot_ev": -69653.56772,
  "largest_force_ha_per_bohr": 0.1028,
  "homo_lumo_gap_ev": 9.09,
  "relative_energy_ev": 2.691,
  "lumo_energy_ev": 0.76
}

{
  "formula": "C14H28Cl3CuNO2",
  "method": "ωB97M-V/def2-TZVPD",
  "symbols": ["Cu", "Cl", "Cl", "Cl", "O", "O", "N", "C", "C", "C", "C", "C", "C", "C", "C", "C", "C", "C", "C", "C", "C", "H", "H", "H", "H", "H", "H", "H", "H", "H", "H", "H", "H", "H", "H", "H", "H", "H", "H", "H", "H", "H", "H", "H", "H", "H", "H", "H", "H"],
  "coordinates": [[2.0116, -5.5656, 1.8897], [5.0841, -0.9790, 6.6791], [4.0474, -4.0640, 2.6566], [3.0499, -3.0877, 7.1500], [8.5867, -4.6180, 4.2712], [7.9895, -3.9067, 6.2874], [5.5624, -7.6584, 5.0679], [7.7877, -7.4267, 1.1118], [8.3229, -2.6900, 3.0375], [7.4181, -2.5755, 4.2385], [8.5251, -4.2384, 2.9195], [6.0963, -7.5292, 3.6208], [7.9285, -3.7917, 5.0498], [4.7414, -6.2568, 6.9008], [4.6360, -6.4624, 5.4214], [7.5917, -8.6751, 1.9908], [5.8883, -7.0953, 7.3751], [6.6355, -7.5123, 6.1181], [4.7588, -8.9631, 5.2008], [3.8252, -1.9955, 5.9702], [7.2892, -8.3827, 3.4237], [5.4746, -7.8441, 8.0505], [4.9436, -5.2036, 7.0954], [6.3761, -2.8742, 4.1243], [3.7592, -6.4936, 7.3097], [4.1549, -9.0251, 4.2955], [7.6568, -4.5198, 2.3237], [6.3755, -6.4793, 3.5328], [7.9063, -7.7403, 0.0746], [8.5374, -9.2164, 1.9640], [5.4071, -9.8393, 5.2038], [8.1277, -7.8667, 3.8914], [8.6144, -6.8501, 1.5267], [5.0091, -5.5567, 4.9433], [4.0884, -8.8352, 6.0506], [5.3231, -7.6654, 2.8646], [3.6306, -6.6859, 5.0646], [9.4787, -4.4537, 2.4376], [7.3266, -6.7053, 5.8746], [9.2888, -2.1852, 3.0590], [6.9168, -6.7727, 1.1550], [7.9322, -2.3012, 2.0971], [6.5242, -6.5308, 8.0571], [4.1894, -2.6943, 5.2171], [6.8061, -9.3200, 1.5972], [7.1517, -8.4551, 6.2992], [2.9693, -1.5116, 5.4997], [7.2960, -9.3578, 3.9108], [7.5768, -1.5996, 4.6974]],
  "forces_ev_per_angstrom": [[1.31, 1.20, 0.42], [-0.42, -0.24, -0.41], [-1.09, -1.21, -0.28], [0.12, 0.07, 0.33], [-1.28, -1.11, 2.30], [-0.81, 0.21, -1.11], [-0.67, 0.48, -0.82], [-0.67, -0.46, 0.55], [0.85, -1.33, -1.58], [0.44, 0.33, 0.59], [0.13, 3.45, -2.24], [-0.37, 0.74, 1.25], [2.58, 0.13, -0.19], [-1.03, 0.86, 0.07], [0.36, -0.24, -0.97], [0.51, 0.43, -1.01], [-0.09, -0.02, 1.35], [-0.36, -0.88, 1.05], [0.17, 1.06, -0.46], [-0.81, -1.12, -0.36], [1.23, -0.55, 0.48], [0.41, -0.79, -0.56], [-0.32, -0.02, 0.03], [-0.45, 0.44, -0.45], [0.33, -0.01, 0.63], [-0.07, 0.06, 0.10], [-0.01, -1.27, 0.60], [0.00, 0.07, -0.01], [0.40, 0.34, 0.09], [-0.15, -0.31, -0.08], [0.01, 0.25, 0.46], [0.30, 0.05, -0.06], [0.31, -0.05, -0.47], [-0.03, -0.42, -0.67], [0.33, -0.46, 0.11], [-0.40, -0.35, 0.46], [0.18, 0.08, -0.13], [-0.24, -0.45, 0.22], [-0.03, -0.22, -0.54], [-0.03, 0.09, 0.96], [-0.22, 0.06, -0.12], [-0.75, 0.05, 0.19], [0.25, 0.06, -0.25], [0.55, 0.40, 0.02], [0.04, -0.06, -0.19], [0.19, 0.14, -0.51], [0.54, 0.84, 0.28], [-0.63, 0.00, 0.33], [-0.62, -0.28, 0.61]],
  "charge": 2,
  "homo_energy_ev": [-15.41, -15.40],
  "e_tot_ev": -102744.75385,
  "largest_force_ha_per_bohr": 0.0800,
  "spin_multiplicity": 2,
  "homo_lumo_gap_ev": [8.22, 3.69],
  "lumo_energy_ev": [-7.19, -11.71]
}

{
  "formula": "C44H51KN7P2S2",
  "method": "ωB97M-V/def2-TZVPD",
  "symbols": ["K", "S", "S", "P", "P", "N", "N", "N", "N", "N", "N", "N", "C", "C", "C", "C", "C", "C", "C", "C", "C", "C", "C", "C", "C", "C", "C", "C", "C", "C", "C", "C", "C", "C", "C", "C", "C", "C", "C", "C", "C", "C", "C", "C", "C", "C", "C", "C", "C", "C", "C", "C", "C", "C", "C", "C", "H", "H", "H", "H", "H", "H", "H", "H", "H", "H", "H", "H", "H", "H", "H", "H", "H", "H", "H", "H", "H", "H", "H", "H", "H", "H", "H", "H", "H", "H", "H", "H", "H", "H", "H", "H", "H", "H", "H", "H", "H", "H", "H", "H", "H", "H", "H", "H", "H", "H", "H"],
  "coordinates": [[-1.4827, -1.8446, -0.3596], [1.9272, -3.1332, 0.4120], [0.7057, 6.2673, 0.5710], [-1.6623, 1.6410, -0.1246], [0.0620, 0.3649, 1.7098], [-1.1647, -3.2377, 2.4189], [-4.2622, -2.3362, -0.9297], [-0.1311, 1.7309, 0.6816], [-2.1729, -4.4997, -0.1037], [2.6578, -2.0216, -2.2572], [-0.7400, -2.6715, -3.1199], [0.9999, -3.1457, -1.0056], [-1.9258, 0.5702, -4.0633], [1.1456, -2.8988, -4.5667], [-0.6110, 2.3454, 5.2917], [-2.7600, 3.9876, 0.7796], [-0.6050, 0.4872, -4.4877], [3.5729, -2.8288, -0.1662], [-2.4985, 0.9403, 4.8030], [4.0931, 0.3479, 1.0038], [-2.0342, 4.1128, -1.5078], [5.9446, -2.8124, 0.2161], [3.7987, -0.1954, 3.3212], [-1.0598, -2.9825, -5.4704], [-1.5307, -2.7955, -4.1788], [1.9034, 4.9680, 0.1420], [-2.2137, 0.9011, -2.7490], [1.2856, 3.6137, -0.1934], [-1.1912, 1.1817, -1.8400], [5.0498, -1.9744, -1.8529], [-0.5826, 0.9478, 3.3219], [-1.8752, 1.8726, 5.6178], [1.8697, 0.3152, 1.9562], [0.5430, 3.0053, 0.9868], [4.6562, -3.1269, 0.6375], [-1.8680, -5.2103, 1.1360], [0.0312, 1.8872, 4.1522], [-3.1989, 5.3000, 0.7166], [-3.5147, -4.6919, -0.6466], [-1.8539, 0.4824, 3.6623], [3.7684, -2.2662, -1.4228], [-2.4911, 5.4207, -1.5755], [2.7225, 0.4836, 0.8645], [1.4378, -2.6285, -2.0877], [-3.0679, 6.0168, -0.4642], [-4.5342, -3.6190, -0.2642], [-2.1586, 3.3860, -0.3264], [0.4181, 0.7200, -3.5819], [0.3092, -3.0342, -5.6625], [4.6361, 0.0154, 2.2377], [0.7882, 6.2416, 2.3774], [0.1269, 1.0553, -2.2653], [-2.0843, -4.3776, 2.3941], [2.4245, -0.0471, 3.1824], [6.1375, -2.2308, -1.0247], [0.5775, -2.7185, -3.3113], [2.0874, 2.9397, -0.5103], [5.7072, -0.0921, 2.3472], [-3.4842, 0.5713, 5.0550], [1.7814, -0.2099, 4.0379], [-1.3246, -2.6541, 3.2308], [-2.3400, -0.2380, 3.0124], [-3.9272, -5.6616, -0.3367], [-0.1271, 3.0726, 5.9309], [-2.5955, -2.7390, -3.9838], [1.2550, 2.8193, 1.7932], [-0.3785, 0.2400, -5.5167], [-1.7479, -3.0866, -6.2974], [6.7878, -3.0295, 0.8571], [-0.1849, 3.7327, 1.3540], [-4.5146, -3.4530, 0.8134], [5.2002, -1.5435, -2.8364], [1.8114, 6.4022, 2.7133], [2.8382, -1.5824, -3.1428], [-1.9781, -5.0397, 3.2621], [-4.4362, -2.4294, -1.9249], [-2.3719, 2.2317, 6.5097], [0.3991, 5.3120, 2.7901], [1.4512, 0.6656, -3.9051], [2.2180, -2.9734, -4.6876], [2.6158, 4.8826, 0.9655], [1.0200, 2.2581, 3.9130], [2.3037, 0.7213, -0.1039], [0.6029, 3.7290, -1.0352], [0.9259, 1.2603, -1.5679], [-4.9086, -1.6304, -0.5961], [-3.6545, 5.7609, 1.5832], [-0.8161, -5.5083, 1.1070], [0.7252, -3.1913, -6.6489], [-3.4173, 7.0394, -0.5186], [-0.2039, -3.5590, 2.4695], [0.1715, 7.0682, 2.7253], [7.1347, -1.9865, -1.3645], [-1.5819, 3.6594, -2.3810], [-3.4487, -4.7227, -1.7386], [4.2151, -0.4670, 4.2828], [-1.4735, -4.7094, -0.8017], [4.4917, -3.5836, 1.6055], [-2.4555, -6.1338, 1.2187], [-5.5246, -4.0208, -0.5093], [-3.2485, 0.9787, -2.4290], [-2.7331, 0.3845, -4.7608], [-3.1043, -3.9892, 2.4118], [4.7409, 0.4849, 0.1471], [-2.8832, 3.4202, 1.6971], [2.4512, 5.3415, -0.7229], [-2.3888, 5.9775, -2.4978]],
  "forces_ev_per_angstrom": [[0.05, 0.12, 0.11], [0.01, 0.18, 0.09], [0.01, -0.03, 0.04], [0.19, -0.07, -0.13], [-0.01, 0.04, -0.03], [-0.10, 0.05, -0.21], [0.10, -0.09, 0.05], [0.02, 0.03, 0.07], [-0.07, 0.02, -0.08], [-0.04, 0.12, 0.11], [-0.07, 0.03, 0.18], [0.01, -0.19, -0.20], [-0.01, 0.01, -0.02], [0.04, 0.02, 0.05], [0.02, 0.01, -0.01], [0.01, -0.02, 0.04], [0.00, 0.01, 0.02], [-0.14, -0.04, -0.03], [-0.03, 0.00, 0.01], [0.02, 0.00, 0.01], [0.01, -0.01, 0.01], [-0.06, -0.01, 0.01], [0.00, 0.00, 0.02], [0.03, 0.01, 0.00], [0.04, 0.00, 0.02], [-0.08, 0.03, 0.01], [-0.07, 0.05, 0.03], [0.01, -0.01, 0.08], [0.04, 0.01, -0.05], [0.03, 0.01, -0.02], [-0.03, -0.03, 0.03], [-0.04, -0.01, 0.02], [0.00, -0.03, 0.07], [-0.03, 0.08, -0.09], [0.09, 0.01, -0.03], [-0.01, 0.05, 0.02], [0.01, 0.01, -0.02], [0.00, 0.03, 0.01], [-0.05, -0.05, 0.07], [0.08, 0.00, -0.02], [0.01, -0.06, 0.05], [0.00, 0.01, 0.00], [-0.03, 0.02, 0.01], [-0.01, -0.02, 0.00], [0.01, -0.01, -0.02], [0.01, -0.14, -0.07], [-0.07, -0.09, 0.04], [0.00, -0.03, -0.03], [-0.04, -0.03, -0.06], [0.03, -0.01, -0.01], [0.00, -0.01, -0.14], [0.00, 0.05, -0.03], [0.06, 0.01, 0.00], [-0.04, 0.01, -0.03], [0.00, 0.00, 0.00], [0.01, -0.01, 0.01], [0.00, 0.00, -0.01], [0.01, 0.00, 0.00], [0.00, 0.00, 0.00], [0.01, 0.00, 0.03], [0.01, -0.01, 0.03], [-0.02, -0.01, 0.02], [0.03, -0.01, -0.01], [0.02, 0.00, -0.01], [-0.02, 0.00, -0.03], [0.00, 0.01, -0.01], [0.00, 0.00, -0.01], [-0.02, 0.00, 0.01], [0.01, 0.00, 0.00], [0.01, -0.01, 0.03], [0.02, 0.00, 0.01], [0.01, 0.00, 0.00], [0.00, 0.00, 0.03], [0.02, -0.03, -0.02], [-0.01, 0.01, -0.01], [-0.02, 0.01, -0.01], [0.00, 0.00, 0.00], [0.00, -0.01, 0.04], [0.00, -0.01, -0.01], [0.00, 0.00, 0.01], [0.02, 0.00, -0.01], [0.01, -0.01, 0.03], [0.01, 0.00, -0.03], [-0.04, 0.01, -0.06], [0.02, 0.00, 0.02], [0.01, 0.02, -0.01], [0.00, -0.01, 0.01], [0.01, 0.00, -0.01], [-0.01, 0.00, 0.00], [0.00, 0.00, 0.00], [0.01, 0.00, 0.03], [0.00, 0.00, 0.03], [0.00, 0.00, 0.00], [0.01, 0.00, -0.01], [0.01, 0.02, -0.01], [-0.01, 0.00, 0.01], [0.00, -0.05, -0.02], [0.01, -0.01, 0.01], [0.00, 0.00, 0.00], [-0.03, 0.08, 0.03], [0.00, 0.00, 0.00], [0.00, 0.00, -0.01], [-0.01, -0.02, 0.02], [0.00, 0.01, -0.01], [0.00, 0.00, 0.00], [0.03, -0.02, 0.02], [0.00, 0.00, 0.00]],
  "charge": 1,
  "homo_energy_ev": -9.75,
  "e_tot_ev": -113458.04065,
  "largest_force_ha_per_bohr": 0.0054,
  "homo_lumo_gap_ev": 7.57,
  "relative_energy_ev": 0.000,
  "lumo_energy_ev": -2.18
}

{
  "formula": "CH4O2P2",
  "method": "ωB97M-V/def2-TZVPD",
  "symbols": ["P", "P", "O", "O", "C", "H", "H", "H", "H"],
  "coordinates": [[0.2389, -1.6633, -0.1253], [2.4168, 0.6582, -0.0794], [1.3599, 1.9040, 0.0131], [1.4641, -0.6257, -0.1713], [-1.3100, -0.6159, -0.0231], [-1.6354, -0.4063, 1.0729], [-0.8653, 0.2811, -0.5842], [0.4876, 1.6166, 0.4281], [-2.1565, -1.1487, -0.5309]],
  "forces_ev_per_angstrom": [[-0.94, -1.42, 0.15], [0.34, 0.26, 0.00], [-1.74, -0.60, 0.75], [0.14, 0.41, 0.02], [0.81, 0.64, 0.74], [0.64, -0.01, -1.89], [-1.67, -0.76, 0.72], [1.54, 0.73, -0.65], [0.88, 0.75, 0.18]],
  "homo_energy_ev": [-7.64, -7.28],
  "e_tot_ev": -23773.16913,
  "largest_force_ha_per_bohr": 0.0389,
  "homo_lumo_gap_ev": [7.61, 6.87],
  "relative_energy_ev": 1.991,
  "lumo_energy_ev": [-0.04, -0.41]
}

{
  "formula": "C4H6O2",
  "method": "ωB97M-V/def2-TZVPD",
  "symbols": ["O", "O", "C", "C", "C", "C", "H", "H", "H", "H", "H", "H"],
  "coordinates": [[0.6759, -0.7446, -0.1533], [-2.7494, 0.4523, -0.6855], [-2.5350, -0.6550, -0.2569], [0.4877, 0.5530, -0.5999], [1.7628, -0.2047, 0.6678], [1.4543, 1.1534, 0.0949], [1.5427, -0.3646, 1.7270], [-3.0941, -1.0645, 0.6059], [-0.3125, 0.7867, -1.2946], [1.8447, 2.1521, 0.2080], [2.7167, -0.6651, 0.3964], [-1.7634, -1.3173, -0.6893]],
  "forces_ev_per_angstrom": [[-0.06, -0.06, -0.01], [0.09, -0.51, 0.18], [-0.06, 0.29, -0.11], [-0.07, 0.24, -0.11], [0.25, -0.09, 0.24], [-0.07, 0.01, -0.07], [0.03, 0.04, -0.13], [0.00, 0.08, -0.07], [0.18, 0.01, 0.09], [-0.08, -0.15, -0.02], [-0.14, 0.05, 0.00], [-0.08, 0.09, 0.00]],
  "homo_energy_ev": -9.02,
  "e_tot_ev": -8337.08236,
  "largest_force_ha_per_bohr": 0.0106,
  "homo_lumo_gap_ev": 9.95,
  "relative_energy_ev": 3.379,
  "lumo_energy_ev": 0.93
}